ORCA calculation (ωB97M-V/def2-TZVPD) on a structure of composition C26H35N7OPtS2 in a non-equilibrium geometry.

Element x y z (Å)
Pt -0.535 1.453 1.176
C 5.406 0.877 -0.370
C 3.996 0.412 -0.782
C 3.462 -0.664 0.141
C 4.032 -1.923 0.046
C 3.578 -2.988 0.806
C 2.495 -2.819 1.658
C 1.864 -1.598 1.781
C 0.779 -1.467 2.818
C 1.376 -1.149 4.198
C 2.377 -0.477 1.058
N 1.791 0.778 1.217
C 2.485 1.896 1.238
C 1.873 3.115 1.052
C 2.394 4.428 1.024
C 1.333 5.265 0.758
C 0.185 4.447 0.625
N 0.516 3.163 0.773
H 5.716 1.718 -0.990
H 6.130 0.074 -0.503
H 5.446 1.187 0.677
H 4.063 -0.007 -1.787
H 3.326 1.267 -0.834
H 4.856 -2.071 -0.645
H 4.058 -3.956 0.720
H 2.159 -3.655 2.262
H 0.228 -2.408 2.878
H 0.079 -0.688 2.545
H 2.114 -1.905 4.470
H 0.599 -1.153 4.965
H 1.875 -0.176 4.198
H 3.545 1.872 1.467
H 3.431 4.706 1.164
H 1.349 6.341 0.662
H -0.828 4.764 0.414
O -1.627 -0.721 0.399
N -0.686 -0.449 -0.232
C -1.759 -3.694 0.160
N -2.179 -3.130 -1.138
C -3.594 -3.385 -1.486
C -1.355 -2.506 -1.957
S 0.056 -1.602 -1.259
N -1.460 -2.497 -3.272
C -2.075 -3.631 -4.001
C -0.807 -1.502 -4.157
H -2.553 -3.553 0.888
H -0.849 -3.222 0.522
H -1.574 -4.762 0.046
H -4.210 -2.992 -0.678
H -3.791 -4.454 -1.574
H -3.868 -2.881 -2.406
H -2.182 -4.499 -3.357
H -1.413 -3.893 -4.825
H -3.044 -3.357 -4.418
H -0.662 -0.558 -3.648
H -1.450 -1.337 -5.019
H 0.155 -1.874 -4.510
N -2.079 1.841 -1.715
C -2.827 2.480 -0.754
C -4.067 3.044 -1.066
C -4.769 3.720 -0.097
C -4.238 3.831 1.193
C -3.045 3.229 1.450
N -2.351 2.549 0.498
H -2.356 1.939 -2.675
H -1.119 1.646 -1.516
H -4.449 2.955 -2.077
H -5.723 4.173 -0.333
H -4.748 4.378 1.975
H -2.599 3.285 2.431
S -1.164 1.411 4.607
C -1.094 1.360 3.117

Cartesian forces (eV/Å) of the 3 atoms listed first:
Pt 1.3 2.5 -0.3
C -0.2 0.1 -0.1
C 0.3 -0.1 0.3

As for the net charge: +3. The calculation puts the energy above the lowest of the compared OMol25 structures with the same formula, charge and spin at 81.50 kcal per mole. As for the expectation value of S²: 0.8512. The value obtained for the frontier orbital gap (alpha / beta) is 4.77 / 4.76 eV. The spin multiplicity is 2.

Taken from the Mulliken analysis, the atomic charges in e are:
1. Pt 2.278
2. C -1.330
3. C -0.947
4. C 1.326
5. C -0.657
6. C -1.182
7. C -0.730
8. C 1.236
9. C 0.232
10. C -1.386
11. C -0.860
12. N -0.174
13. C -0.362
14. C 0.208
15. C -1.006
16. C -0.925
17. C -0.152
18. N 0.138
19. H 0.422
20. H 0.394
21. H 0.347
22. H 0.543
23. H 0.339
24. H 0.519
25. H 0.469
26. H 0.560
27. H 0.496
28. H -0.911
29. H 0.362
30. H 0.426
31. H 0.324
32. H 0.633
33. H 0.528
34. H 0.477
35. H 0.494
36. O -0.457
37. N 0.100
38. C -0.717
39. N 0.227
40. C -1.190
41. C 0.450
42. S -0.093
43. N 0.010
44. C -1.206
45. C -0.938
46. H 0.305
47. H 0.162
48. H 0.403
49. H 0.368
50. H 0.390
51. H 0.431
52. H 0.388
53. H 0.417
54. H 0.411
55. H 0.298
56. H 0.401
57. H 0.376
58. N -0.231
59. C 0.815
60. C -0.955
61. C -0.378
62. C -0.925
63. C -0.155
64. N -0.007
65. H 0.297
66. H 0.042
67. H 0.418
68. H 0.454
69. H 0.479
70. H 0.403
71. S 0.032
72. C 0.047

---

ORCA calculation (ωB97M-V/def2-TZVPD) on a cluster of 5 separate species, C8H28BrClNO6PSi in total in a non-equilibrium geometry.

Element x y z (Å)
N -4.842 1.991 0.685
P -5.577 2.770 -0.398
O -5.066 2.577 -1.880
O -5.548 4.330 -0.204
Si -7.724 2.146 -0.239
Cl -8.139 0.782 -1.702
Br -9.032 3.947 -0.539
H -4.071 1.444 0.310
H -4.676 1.680 -1.948
H -6.003 4.777 -0.941
H -8.002 1.568 1.070
C -0.126 -0.030 0.210
C -1.626 -0.180 0.370
O -2.347 0.656 -0.542
H 0.172 1.006 0.361
H 0.407 -0.655 0.925
H 0.186 -0.317 -0.793
H -1.945 0.125 1.365
H -1.926 -1.222 0.220
H -2.090 0.394 -1.435
C 4.319 -1.443 0.346
C 3.987 -0.267 -0.552
O 2.819 0.426 -0.116
H 3.481 -2.140 0.383
H 5.202 -1.974 -0.011
H 4.517 -1.101 1.365
H 3.775 -0.602 -1.566
H 4.833 0.427 -0.595
H 2.988 0.747 0.777
C -0.033 -1.575 -4.920
C -1.312 -1.732 -4.121
O -1.387 -0.792 -3.044
H 0.835 -1.698 -4.273
H 0.019 -2.313 -5.720
H 0.025 -0.581 -5.368
H -1.360 -2.716 -3.661
H -2.186 -1.618 -4.769
H -1.346 0.087 -3.439
C 4.777 -1.106 5.585
C 5.907 -1.342 4.600
O 5.959 -0.341 3.585
H 3.821 -1.075 5.064
H 4.740 -1.895 6.337
H 4.905 -0.151 6.099
H 5.768 -2.287 4.078
H 6.867 -1.384 5.125
H 6.098 0.510 4.015

Cartesian forces (eV/Å) of the 3 atoms listed first:
N 0.1 -0.6 0.2
P -0.3 -0.6 1.1
O 0.4 -0.7 -1.2

As for the net charge: 0. The calculation puts the energy above the lowest of the compared OMol25 structures with the same formula, charge and spin at 0.00 kcal per mole. The value obtained for the frontier orbital gap is 9.16 eV.

Taken from the natural (NBO) analysis, the atomic charges in e are:
1. N -1.348
2. P 1.881
3. O -0.996
4. O -0.977
5. Si 0.803
6. Cl -0.357
7. Br -0.320
8. H 0.411
9. H 0.519
10. H 0.507
11. H -0.134
12. C -0.630
13. C -0.063
14. O -0.758
15. H 0.212
16. H 0.211
17. H 0.216
18. H 0.180
19. H 0.158
20. H 0.479
21. C -0.641
22. C -0.058
23. O -0.723
24. H 0.206
25. H 0.211
26. H 0.216
27. H 0.171
28. H 0.156
29. H 0.462
30. C -0.635
31. C -0.059
32. O -0.740
33. H 0.216
34. H 0.218
35. H 0.201
36. H 0.182
37. H 0.160
38. H 0.463
39. C -0.635
40. C -0.061
41. O -0.725
42. H 0.212
43. H 0.215
44. H 0.199
45. H 0.177
46. H 0.156
47. H 0.462

---

ORCA calculation (ωB97M-V/def2-TZVPD) on a cluster of 2 separate species, CHFN2O2S in total in a non-equilibrium geometry.

Element x y z (Å)
C -1.459 0.476 0.918
N -1.856 1.554 0.915
N -0.970 -0.710 0.881
O 2.471 -0.894 -0.530
O 1.356 1.306 -0.203
F 0.701 -0.182 -2.090
S 1.322 -0.064 -0.578
H -1.566 -1.486 0.687

Cartesian forces (eV/Å) of the 3 atoms listed first:
C 0.6 -4.0 -0.1
N -1.0 3.3 0.1
N 0.9 1.1 0.2

As for the net charge: 0. The calculation puts the energy above the lowest of the compared OMol25 structures with the same formula, charge and spin at 0.00 kcal per mole. As for the expectation value of S²: 2.0272. The value obtained for the frontier orbital gap (alpha / beta) is 10.92 / 8.05 eV. The spin multiplicity is 3.

Taken from the natural (NBO) analysis, the atomic charges in e are:
1. C 0.352
2. N -0.207
3. N -0.509
4. O -0.822
5. O -0.825
6. F -0.487
7. S 2.109
8. H 0.389

---

ORCA calculation (ωB97M-V/def2-TZVPD) on an isolated molecule of C3H6N4O in a non-equilibrium geometry.

Element x y z (Å)
C 1.674 -0.532 0.973
N 1.148 0.419 -0.006
N 1.461 0.083 -1.239
C -0.639 0.419 0.128
N -1.519 -0.217 -0.711
C -2.667 0.039 -0.166
O -2.585 0.921 0.825
N -1.259 1.146 1.027
H 1.725 -0.125 1.990
H 1.215 -1.525 0.859
H 2.713 -0.521 0.586
H 1.391 0.871 -1.930
H 1.003 -0.779 -1.616
H -3.661 -0.199 -0.719

Cartesian forces (eV/Å) of the 3 atoms listed first:
C 1.2 0.4 -1.1
N -5.4 1.2 2.5
N 0.4 -0.7 -3.9

As for the net charge: 0. The calculation puts the energy above the lowest of the compared OMol25 structures with the same formula, charge and spin at 111.70 kcal per mole. The value obtained for the frontier orbital gap is 10.20 eV.

Taken from the natural (NBO) analysis, the atomic charges in e are:
1. C -0.434
2. N -0.198
3. N -0.640
4. C 0.366
5. N -0.539
6. C 0.340
7. O -0.268
8. N -0.173
9. H 0.220
10. H 0.180
11. H 0.221
12. H 0.369
13. H 0.339
14. H 0.217

---

ORCA calculation (ωB97M-V/def2-TZVPD) on an isolated molecule of C9H8N2 in a non-equilibrium geometry.

Element x y z (Å)
C -0.638 3.008 0.939
C -0.638 1.924 1.857
C -0.405 0.622 1.388
C -0.042 0.469 0.024
C 0.298 -0.906 -0.422
C 1.462 -1.675 -0.221
C 1.207 -2.909 -0.830
C -0.070 -2.906 -1.395
N -0.581 -1.644 -1.097
N -0.036 1.413 -0.845
C -0.317 2.633 -0.439
H -1.028 4.247 1.124
H -0.953 2.103 2.968
H -0.366 -0.182 1.791
H 2.431 -1.268 0.349
H 1.960 -3.572 -0.620
H -0.632 -3.422 -2.095
H -1.408 -1.504 -1.321
H -0.246 3.568 -1.155

Cartesian forces (eV/Å) of the 3 atoms listed first:
C -0.6 1.1 -1.5
C -1.3 0.8 1.6
C 0.6 10.4 -6.6

As for the net charge: 0. The calculation puts the energy above the lowest of the compared OMol25 structures with the same formula, charge and spin at 93.96 kcal per mole. The value obtained for the frontier orbital gap is 9.06 eV.

Taken from the natural (NBO) analysis, the atomic charges in e are:
1. C -0.260
2. C -0.186
3. C -0.217
4. C 0.197
5. C 0.085
6. C -0.286
7. C -0.299
8. C -0.104
9. N -0.442
10. N -0.427
11. C 0.046
12. H 0.243
13. H 0.225
14. H 0.191
15. H 0.233
16. H 0.222
17. H 0.209
18. H 0.380
19. H 0.193

---

ORCA calculation (ωB97M-V/def2-TZVPD) on an isolated molecule of C5H7NO in a non-equilibrium geometry.

Element x y z (Å)
C -1.196 0.578 1.164
C 0.889 0.437 -0.271
C -0.304 -0.277 0.300
C 1.430 0.925 -1.363
C -0.799 -1.147 -0.633
N 1.259 -0.547 1.176
O 1.628 -1.681 1.119
H -0.615 1.071 1.943
H -1.682 1.354 0.570
H -1.958 -0.039 1.641
H 0.936 0.951 -2.328
H 2.404 1.397 -1.288
H -1.854 -1.200 -0.869
H -0.137 -1.821 -1.161

Cartesian forces (eV/Å) of the 3 atoms listed first:
C -0.1 0.0 0.0
C 1.8 -2.1 1.4
C -2.0 1.2 -2.0

As for the net charge: 0. The calculation puts the energy above the lowest of the compared OMol25 structures with the same formula, charge and spin at 172.81 kcal per mole. The value obtained for the frontier orbital gap is 7.01 eV.

Taken from the natural (NBO) analysis, the atomic charges in e are:
1. C -0.617
2. C 0.100
3. C -0.122
4. C -0.419
5. C -0.260
6. N 0.130
7. O -0.334
8. H 0.232
9. H 0.217
10. H 0.223
11. H 0.215
12. H 0.228
13. H 0.200
14. H 0.206

---

ORCA calculation (ωB97M-V/def2-TZVPD) on a structure of composition C33H36F3N7O4RuS.

Element x y z (Å)
Ru 0.818 0.172 -0.017
O 0.338 1.323 4.083
C 0.638 1.173 2.911
O 0.284 0.197 2.150
C 1.577 2.188 2.267
C 2.081 3.259 2.985
C 2.990 4.100 2.365
C 3.370 3.840 1.054
C 2.808 2.759 0.401
N 1.924 1.958 0.998
H 1.764 3.394 4.008
H 3.408 4.943 2.899
H 4.090 4.463 0.542
H 3.070 2.515 -0.621
F 2.597 2.070 -6.030
C 2.529 1.286 -4.944
F 1.983 0.119 -5.329
F 3.786 1.035 -4.555
C 1.719 1.934 -3.850
C 1.164 3.186 -4.039
C 0.402 3.775 -3.030
C 0.221 3.069 -1.861
N 0.763 1.867 -1.675
C 1.510 1.279 -2.626
S 2.107 -0.289 -2.150
H 1.325 3.702 -4.976
H -0.039 4.752 -3.158
H -0.369 3.456 -1.038
C 0.850 -5.036 0.308
C 0.277 -4.304 -0.897
C -1.247 -4.444 -0.952
C 0.895 -4.839 -2.185
N 0.705 -2.882 -0.840
N 0.138 -2.130 0.228
H 0.636 -6.102 0.241
H 0.415 -4.681 1.245
H 1.932 -4.899 0.351
H -1.532 -5.485 -1.109
H -1.657 -3.856 -1.777
H -1.727 -4.122 -0.023
H 0.669 -5.898 -2.303
H 1.977 -4.710 -2.167
H 0.501 -4.309 -3.056
H 0.424 -2.434 -1.709
H 0.580 -2.444 1.085
H -0.867 -2.277 0.317
C -2.507 1.635 5.075
O -2.770 1.106 3.770
C -2.650 1.945 2.716
C -2.189 3.252 2.770
C -2.183 4.022 1.612
C -2.638 3.508 0.408
C -3.074 2.194 0.342
C -3.060 1.416 1.483
N -3.564 0.095 1.549
C -3.753 -0.840 0.654
C -3.277 -0.993 -0.669
C -4.015 -1.878 -1.505
C -3.645 -2.109 -2.796
C -2.481 -1.485 -3.293
C -1.714 -0.673 -2.501
C -2.069 -0.409 -1.150
O -1.314 0.278 -0.368
H -3.140 2.505 5.255
H -1.453 1.886 5.170
H -2.770 0.849 5.775
H -1.835 3.666 3.701
H -1.832 5.044 1.664
H -2.678 4.133 -0.475
H -3.452 1.785 -0.584
H -3.889 -0.123 2.486
H -4.398 -1.639 1.012
H -4.904 -2.351 -1.103
H -4.227 -2.762 -3.430
H -2.178 -1.666 -4.317
H -0.806 -0.222 -2.881
N 2.626 -1.263 2.336
C 3.737 -1.896 2.747
C 4.536 -2.068 1.641
C 3.814 -1.498 0.584
N 2.655 -1.015 1.015
H 1.811 -0.979 2.863
H 3.874 -2.169 3.780
H 5.504 -2.535 1.601
H 4.079 -1.419 -0.457

Cartesian forces (eV/Å) of the 3 atoms listed first:
Ru -0.1 0.0 0.1
O 0.1 0.0 -0.1
C 0.1 0.1 0.0

As for the net charge: +1. The calculation puts the energy above the lowest of the compared OMol25 structures with the same formula, charge and spin at 0.00 kcal per mole. As for the expectation value of S²: 8.7585. The value obtained for the frontier orbital gap (alpha / beta) is 7.18 / 6.88 eV. The spin multiplicity is 6.

Taken from the Mulliken analysis, the atomic charges in e are:
1. Ru 1.137
2. O -0.797
3. C 0.591
4. O -0.656
5. C 0.360
6. C -0.861
7. C -0.536
8. C -0.939
9. C -0.736
10. N 0.910
11. H 0.585
12. H 0.458
13. H 0.474
14. H 0.581
15. F -0.312
16. C 0.549
17. F -0.221
18. F -0.232
19. C -0.195
20. C -0.347
21. C -1.044
22. C -0.420
23. N 0.817
24. C 0.445
25. S -0.537
26. H 0.527
27. H 0.479
28. H 0.280
29. C -1.829
30. C 1.482
31. C -1.434
32. C -1.722
33. N 0.053
34. N 0.029
35. H 0.482
36. H 0.295
37. H 0.375
38. H 0.535
39. H 0.210
40. H 0.368
41. H 0.421
42. H 0.390
43. H 0.395
44. H 0.122
45. H 0.241
46. H -0.098
47. C -0.877
48. O -0.482
49. C 0.839
50. C -0.348
51. C -0.718
52. C -1.076
53. C -0.069
54. C -0.314
55. N 0.160
56. C -0.695
57. C 1.113
58. C -0.708
59. C -1.028
60. C -0.629
61. C -0.799
62. C 0.942
63. O -0.655
64. H 0.423
65. H 0.297
66. H 0.272
67. H 0.468
68. H 0.448
69. H 0.477
70. H 0.578
71. H 0.320
72. H 0.479
73. H 0.430
74. H 0.393
75. H 0.490
76. H 0.411
77. N -0.105
78. C -0.290
79. C -0.997
80. C -0.798
81. N 0.794
82. H 0.093
83. H 0.492
84. H 0.444
85. H 0.549